Molecular formula: C21H26BF6MgN10O5S2
Method: DFT, wB97M-V/def2-TZVPD

ΔE to the lowest compared entry with this formula, charge and spin in eV: 0.0000
Charge: 0
Multiplicity: 2
HOMO level (alpha / beta) in eV: -8.54 / -8.83

Structure (XYZ):
```
72
C21H26BF6MgN10O5S2 wB97M-V/def2-TZVPD
Mg 8.9593 8.7346 10.9880
C 8.7969 5.1830 10.5512
C 8.4683 5.8009 11.8588
C 7.8932 5.1939 12.9992
C 7.8213 6.1759 13.9245
N 8.3327 7.3068 13.4126
N 8.7142 7.0776 12.1127
B 8.5297 8.6632 14.0477
N 9.9146 9.1918 13.7400
C 10.8499 9.4698 14.6750
C 12.0205 9.7618 14.0139
C 11.6902 9.6337 12.6515
C 12.6222 9.8238 11.5132
N 10.4123 9.3109 12.5010
N 7.5148 9.5965 13.3438
C 6.4105 10.1789 13.8503
C 5.8789 11.0253 12.8893
C 6.7608 10.8998 11.7640
C 6.6368 11.6681 10.4458
N 7.6725 9.9970 12.0878
N 8.2896 8.5688 15.5572
C 7.9979 9.5315 16.4748
C 8.3238 9.0491 17.6811
C 8.7934 7.7227 17.4563
C 9.3644 6.7794 18.4878
N 8.7844 7.4481 16.1926
H 7.8734 4.9514 10.0370
H 9.3660 5.8827 9.9713
H 9.4174 4.3029 10.7072
H 7.5291 4.1789 13.0096
H 7.5016 6.1203 14.9193
H 10.5172 9.5553 15.6994
H 12.9282 10.1583 14.3832
H 12.9880 10.8757 11.5750
H 13.4448 9.1902 11.7775
H 12.1917 9.6209 10.5766
H 6.0466 9.9065 14.8505
H 5.0487 11.7012 13.0189
H 5.6793 12.2021 10.4257
H 7.4616 12.4495 10.4128
H 6.7298 10.9835 9.6073
H 7.6976 10.5189 16.0801
H 8.3040 9.4880 18.6484
H 10.3361 7.1796 18.8502
H 8.7617 6.6499 19.3738
H 9.5458 5.7985 18.0597
F 11.9012 6.2820 7.1013
C 11.8305 7.5997 7.1847
F 12.8103 7.9978 7.9661
F 12.0092 8.1445 5.9860
S 10.1482 8.0438 7.8185
O 10.2327 7.8065 9.2519
O 9.2798 7.2426 6.9903
N 10.1372 9.5658 7.5203
S 9.4520 10.6363 8.3883
O 8.3175 11.2112 7.7605
O 9.4109 10.4081 9.8407
C 10.7448 11.9251 8.3499
F 11.9916 11.3983 8.3796
F 10.6475 12.7243 9.3656
F 10.5894 12.5776 7.2031
N 6.4051 7.4711 7.8197
C 6.5454 7.7726 9.1203
O 7.3623 8.6123 9.5469
C 5.6213 6.9556 10.0478
C 5.2291 7.8029 11.2601
H 6.9989 7.9241 7.1342
H 5.8610 6.6899 7.5268
H 6.1976 6.1453 10.5423
H 4.8658 6.5334 9.4104
H 5.7756 8.6969 11.5083
H 4.5607 7.4865 12.0166
```

Table of Löwdin atomic charges, one value per atom, all in e: atom 1 (Mg): 0.6136, atom 2 (C): -0.0045, atom 3 (C): -0.3312, atom 4 (C): -0.0024, atom 5 (C): -0.0549, atom 6 (N): 0.0570, atom 7 (N): 0.0732, atom 8 (B): -0.6862, atom 9 (N): 0.0189, atom 10 (C): -0.0231, atom 11 (C): 0.0001, atom 12 (C): -0.3210, atom 13 (C): -0.0037, atom 14 (N): 0.0748, atom 15 (N): 0.0227, atom 16 (C): -0.0721, atom 17 (C): -0.0086, atom 18 (C): -0.3001, atom 19 (C): -0.0099, atom 20 (N): 0.0252, atom 21 (N): 0.0027, atom 22 (C): -0.1009, atom 23 (C): -0.0326, atom 24 (C): -0.3491, atom 25 (C): -0.0314, atom 26 (N): 0.1177, atom 27 (H): 0.0739, atom 28 (H): 0.0468, atom 29 (H): 0.0945, atom 30 (H): 0.1083, atom 31 (H): 0.1005, atom 32 (H): 0.1199, atom 33 (H): 0.0955, atom 34 (H): 0.1061, atom 35 (H): 0.0800, atom 36 (H): 0.0408, atom 37 (H): 0.1228, atom 38 (H): 0.0987, atom 39 (H): 0.0805, atom 40 (H): 0.1052, atom 41 (H): 0.0401, atom 42 (H): 0.1325, atom 43 (H): 0.0953, atom 44 (H): 0.0859, atom 45 (H): 0.0644, atom 46 (H): 0.0703, atom 47 (F): 0.1532, atom 48 (C): -0.6976, atom 49 (F): 0.1655, atom 50 (F): 0.1513, atom 51 (S): 0.6427, atom 52 (O): -0.3275, atom 53 (O): -0.2615, atom 54 (N): -0.2690, atom 55 (S): 0.6247, atom 56 (O): -0.2365, atom 57 (O): -0.3356, atom 58 (C): -0.6909, atom 59 (F): 0.1208, atom 60 (F): 0.1847, atom 61 (F): 0.1458, atom 62 (N): 0.2146, atom 63 (C): -0.4459, atom 64 (O): -0.0387, atom 65 (C): -0.1237, atom 66 (C): 0.0983, atom 67 (H): 0.1131, atom 68 (H): 0.1111, atom 69 (H): 0.1011, atom 70 (H): 0.1003, atom 71 (H): 0.0204, atom 72 (H): 0.0431